Density functional theory data (the ωB97M-V functional and the def2-TZVPD basis) for a structure of composition C29H84F12HfN6O11P2 at a distorted geometry.

Output
Lowest unoccupied orbital energy in eV: -9.17
Multiplicity: 1
Relative energy (zero: lowest compared OMol25 entry of this formula, charge and spin) in kJ/mol: 0.00
HOMO energy in eV: -11.70
Total charge: +2

Each line ends with the Löwdin charge.
Geometry (Å):
Hf1 2.66201 3.67588 0.16384  2.198
P1 -0.02892 0.56626 1.26289  0.241
P2 -1.42047 2.96698 -2.85860  0.201
F1 -0.12029 3.97146 -2.72513  -0.185
F2 -1.19322 2.75487 -4.43369  -0.118
F3 0.54903 1.02080 2.73227  -0.154
F4 1.06426 -0.60067 1.26112  -0.130
F5 -2.69389 2.00846 -2.89307  -0.099
F6 -1.11520 -0.33062 2.00587  -0.097
F7 -1.62775 3.13719 -1.22462  -0.163
F8 -0.44253 1.71240 -2.55007  -0.164
F9 -2.33260 4.25233 -3.11884  -0.107
F10 1.16010 1.55319 0.52723  -0.246
F11 -0.97057 1.86730 1.25720  -0.117
F12 -0.54913 0.09749 -0.16152  -0.091
O1 1.77816 -5.34227 4.09929  -0.180
O2 -7.34938 -0.37747 1.69177  -0.175
O3 -3.72543 5.11953 1.34297  -0.138
O4 4.51102 3.68120 -1.25228  -0.349
O5 0.37733 4.02293 0.12803  -0.265
O6 3.83897 1.56437 0.44526  -0.201
O7 -0.38756 -4.62998 1.04809  -0.269
O8 -3.73595 -2.41480 -3.04600  -0.185
O9 1.81277 -0.34527 -1.58920  -0.125
O10 2.60887 5.59455 1.50064  -0.354
O11 0.80864 -2.86645 -2.97244  -0.107
N1 -0.29027 -5.60443 -2.52654  0.056
N2 2.06887 2.47051 -1.78346  -0.014
N3 2.12464 3.14830 2.39377  -0.001
N4 1.95108 -3.28891 1.00371  0.059
N5 -4.37529 -0.24814 3.83192  0.036
N6 -1.30597 -0.94122 -2.79647  0.054
C1 1.96899 -2.15211 -3.25582  -0.239
C2 3.24466 -3.17813 3.02127  -0.056
C3 -4.43700 -0.69760 1.37815  -0.049
C4 1.32943 -4.79822 2.87774  -0.216
C5 3.23785 2.09127 -2.63885  -0.369
C6 -4.30497 -3.70566 -2.86059  -0.078
C7 1.57423 -5.63215 -1.00161  -0.049
C8 -5.13990 -0.06228 2.57989  -0.417
C9 2.47591 -4.13094 2.09913  -0.380
C10 2.21769 -6.68163 3.97303  -0.095
C11 5.63917 4.58844 -1.24835  -0.028
C12 -2.09178 -1.06072 -4.07323  -0.380
C13 0.06334 -5.60766 -1.10872  -0.400
C14 -1.09533 -3.66249 1.79985  -0.088
C15 2.54706 -1.51142 -1.99964  -0.203
C16 -1.16331 -0.81409 -5.25787  -0.039
C17 -0.54072 -4.42142 -0.34815  -0.194
C18 -2.82556 -2.38048 -4.11361  -0.216
C19 3.77919 0.49147 1.41198  -0.053
C20 2.16830 5.59151 2.88052  -0.118
C21 -0.29201 5.30430 0.25195  -0.034
C22 -8.55797 -1.08594 1.77405  -0.118
C23 4.39599 3.07282 -2.59564  -0.102
C24 1.24329 3.96783 4.61276  -0.003
C25 -3.95556 3.73228 1.03919  -0.137
C26 -6.53572 -0.63365 2.80569  -0.238
C27 1.49275 4.26890 3.14104  -0.393
C28 2.73092 1.82860 -4.05724  0.010
C29 3.08929 6.89849 1.10140  -0.021
H1 1.08487 -3.67499 0.62686  0.016
H2 3.67075 -3.78052 3.82720  0.081
H3 4.02589 -2.65960 2.46217  0.064
H4 -1.60985 -4.32871 -0.57996  0.126
H5 1.46012 2.36975 2.58174  0.063
H6 2.11490 2.65335 -4.41989  0.105
H7 1.51681 1.58783 -1.75112  0.081
H8 3.01404 5.68805 3.56998  0.156
H9 1.67759 -2.41426 1.42833  0.029
H10 2.97130 0.63037 2.12336  0.066
H11 -0.76607 5.57014 -0.69003  0.111
H12 2.82278 -6.94501 4.83870  0.089
H13 0.09945 -4.75465 -2.93529  0.041
H14 -2.17735 -3.74954 1.64717  0.100
H15 -0.08620 -3.46456 -0.64632  0.111
H16 2.62551 -2.44363 3.54516  0.081
H17 -5.09333 -1.11808 0.61281  0.077
H18 -3.86255 0.05392 0.82491  0.064
H19 -9.25515 -0.76092 1.00229  0.089
H20 -4.78392 -4.04651 -3.78001  0.095
H21 2.79424 -6.83194 3.05751  0.086
H22 -4.43929 3.26286 1.90288  0.073
H23 0.65606 4.75712 5.08295  0.110
H24 -4.03694 -1.20708 3.84813  0.068
H25 3.59679 6.83575 0.13388  0.097
H26 2.03607 -4.73237 -1.41490  0.067
H27 -0.94788 5.36275 1.11933  0.104
H28 3.54782 -1.16296 -2.29561  0.111
H29 -3.27001 -2.56368 -5.09697  0.136
H30 2.67886 -2.20041 -1.16162  0.098
H31 -0.81449 -2.64288 1.50929  0.077
H32 5.53217 5.35716 -2.01757  0.116
H33 3.57979 -0.46582 0.92882  0.099
H34 0.04425 -2.27049 -2.78455  0.043
H35 0.59740 3.08968 4.68871  0.102
H36 -3.02904 3.16924 0.96156  0.042
H37 0.61707 -3.99891 3.11606  0.092
H38 1.47784 6.41543 3.05517  0.161
H39 -0.99784 0.25247 -5.40596  0.065
H40 2.18477 0.89306 -4.16708  0.087
H41 -5.00212 -3.60613 -2.03201  0.091
H42 4.69410 0.39587 2.00035  0.112
H43 -0.31446 -6.52210 -0.64573  0.146
H44 -4.59329 3.63640 0.16276  0.093
H45 3.60906 1.17222 -2.17903  0.118
H46 -4.53649 5.40592 1.77178  0.077
H47 2.73074 -2.90102 -3.49722  0.133
H48 6.57839 4.07638 -1.44843  0.120
H49 1.99578 -6.51393 -1.48512  0.088
H50 1.41701 2.97200 -2.40813  0.071
H51 5.70126 5.12722 -0.30177  0.097
H52 0.45954 6.08752 0.39992  0.072
H53 -2.79737 -0.22332 -4.06713  0.133
H54 4.63709 1.43531 -0.08320  0.114
H55 3.57246 1.71169 -4.74781  0.106
H56 0.90731 -0.65463 -1.44067  0.053
H57 0.76845 -5.51119 2.26407  0.126
H58 -1.59922 -1.20973 -6.18080  0.085
H59 5.32212 2.57404 -2.88114  0.156
H60 -3.52671 -4.41441 -2.55692  0.071
H61 -6.91969 -0.22266 3.74770  0.127
H62 1.85403 -1.42489 -4.06439  0.104
H63 1.93761 -5.69110 0.02889  0.061
H64 -6.45403 -1.71694 2.99198  0.131
H65 -1.34070 0.05163 -2.56974  0.031
H66 -1.94469 -1.34220 -2.10197  0.087
H67 -1.29159 -5.51692 -2.67494  0.056
H68 -0.86760 -3.86664 2.84355  0.085
H69 -3.72879 -1.47575 1.66788  0.057
H70 -9.05296 -0.94431 2.74237  0.091
H71 2.90758 2.86087 2.99795  0.135
H72 3.12852 -4.90102 1.68208  0.127
H73 2.25363 7.59345 1.04324  0.117
H74 2.14306 3.78025 5.20284  0.102
H75 3.85784 7.29465 1.76715  0.122
H76 1.37993 -7.38700 3.97648  0.091
H77 0.46782 4.37506 2.76835  0.141
H78 4.27849 3.89955 -3.30242  0.149
H79 -0.20213 -1.32732 -5.18464  0.063
H80 -5.26745 1.01068 2.42438  0.121
H81 -3.52136 0.29154 3.70362  0.056
H82 -2.05584 -3.16451 -3.99683  0.127
H83 -8.42845 -2.16709 1.62894  0.090
H84 -0.32361 3.40609 -0.26653  0.078

Forces on the atoms, in the same order (eV/Å):
Hf -3.42 -4.28 0.40
P -1.60 -1.77 0.45
P -2.31 0.21 -1.60
F 0.67 0.01 -0.06
F 0.55 0.28 0.53
F 0.41 0.60 0.17
F -0.11 0.44 0.02
F 0.32 -0.08 0.29
F 0.34 0.48 -0.20
F 0.43 0.10 0.52
F 0.60 0.16 0.21
F 0.35 -0.15 0.32
F 0.59 0.68 -0.21
F 0.21 -0.08 0.00
F 0.17 0.57 -0.07
O 0.12 -0.27 0.19
O 0.00 0.11 0.07
O 0.33 -0.46 -0.05
O -0.68 0.26 0.56
O 1.67 0.22 -0.01
O -0.20 1.86 0.03
O -1.29 0.31 -0.87
O -0.12 -0.18 -0.12
O -0.04 -0.13 0.04
O 0.91 -0.65 -1.12
O -0.67 -0.06 0.01
N -0.07 0.48 -0.10
N 0.59 1.33 -0.17
N 0.97 0.62 0.65
N 0.35 0.17 -0.13
N 0.29 0.39 -0.49
N -1.08 -0.33 0.12
C 0.62 -0.62 1.25
C 0.39 -0.98 0.38
C 0.23 0.38 -0.84
C 0.45 0.23 0.41
C -0.11 -0.87 0.33
C 0.37 0.45 0.25
C 0.73 -0.22 0.40
C -0.30 -0.63 0.14
C -0.71 0.88 0.00
C -0.17 -0.23 0.13
C 0.54 1.04 0.03
C 0.57 0.92 0.04
C 0.02 0.15 -0.07
C -0.75 -0.12 -0.22
C 0.58 0.72 -0.82
C -0.12 -0.50 -0.54
C -0.72 -0.40 -0.21
C 1.01 -0.14 0.04
C -0.17 -1.33 1.08
C 0.17 -0.81 1.08
C 0.50 1.41 -0.13
C -0.71 -0.41 0.04
C -0.92 0.40 -0.92
C 0.08 -0.38 0.20
C -0.41 -0.04 0.89
C 0.56 -0.32 0.36
C -1.90 0.70 0.01
C 0.84 -0.10 -0.47
C 0.47 0.73 -0.52
H 0.99 0.10 0.38
H 0.33 0.22 -0.10
H 0.12 -0.05 0.04
H -0.04 -0.12 -0.07
H 0.05 -0.23 -0.81
H -0.02 0.02 0.04
H 0.43 -0.22 0.98
H 0.30 0.29 -0.46
H -0.01 -0.10 0.00
H -0.15 0.33 -0.32
H -0.42 -0.39 0.12
H 0.15 0.23 -0.02
H 0.10 -0.28 -0.05
H 0.01 -0.11 -0.09
H 0.06 -0.07 -0.13
H -0.37 -0.02 -0.34
H -0.31 0.02 0.29
H 0.16 -0.01 0.16
H 0.26 0.27 -0.06
H -0.16 -0.10 0.11
H 0.11 -0.04 0.02
H -0.28 -0.01 -0.18
H 0.22 0.21 -0.08
H -0.19 -0.06 0.14
H -0.36 -0.23 -0.14
H -0.15 -0.06 -0.19
H -0.36 -0.52 -0.25
H 0.02 0.16 0.18
H -0.36 0.20 0.07
H -0.34 -0.19 -0.08
H 0.16 -0.09 0.17
H -0.30 -0.21 -0.12
H -0.05 0.21 -0.32
H 0.26 0.31 -0.38
H 0.16 -0.09 -0.07
H 0.21 0.40 -0.49
H 0.94 -0.35 0.38
H 0.01 0.06 -0.19
H 0.09 0.00 0.07
H -0.23 0.10 0.49
H -0.21 -0.11 -0.19
H 0.20 0.39 -0.35
H -0.18 0.03 -0.02
H 0.20 -0.21 -0.13
H -0.16 -0.17 -0.23
H 0.09 0.31 -0.04
H -0.13 0.05 -0.56
H -0.16 -0.34 0.20
H -0.19 0.08 -0.27
H 0.04 0.67 0.34
H -0.07 -0.36 0.20
H 0.14 -0.26 0.01
H -0.36 -0.35 -0.10
H -0.07 0.06 -0.07
H 0.04 0.19 0.04
H -0.15 0.18 0.02
H 0.62 -0.18 0.53
H -0.15 0.21 0.03
H 0.13 -0.04 0.46
H 0.01 -0.12 -0.14
H -0.27 0.22 -0.20
H 0.00 0.02 -0.04
H -0.34 0.01 0.00
H 0.03 -0.07 -0.19
H 0.34 -0.46 0.02
H 0.19 0.01 0.07
H -0.03 -0.27 0.20
H -0.65 0.35 -0.24
H -0.09 -0.05 0.18
H 0.09 0.08 0.01
H 0.23 0.03 -0.43
H 0.23 0.15 0.07
H -0.01 -0.04 -0.02
H 0.07 0.13 -0.07
H -0.24 -0.31 0.40
H -0.14 0.12 -0.19
H 0.20 -0.27 -0.51
H -0.19 0.09 0.14
H -0.01 0.00 0.34
H 0.06 0.02 -0.03
H -0.02 0.00 0.28
H -0.11 -0.14 0.10
H 0.26 0.05 0.09
H 0.31 -0.05 -0.11